1.
Here is a structure of composition C30H44BrGeN5OSSi3Tl in a non-equilibrium geometry from the OMol25 dataset. Energies are from the ωB97M-V functional and the def2-TZVPD basis.

Geometry (Å):
Tl -0.143 1.829 0.711
Br 1.943 -7.031 -2.245
C 2.541 -6.387 -0.570
C 3.895 -6.431 -0.247
C 4.331 -5.877 0.933
C 3.415 -5.244 1.786
C 2.038 -5.277 1.488
C 1.609 -5.860 0.322
N 3.884 -4.661 2.917
N 3.358 -3.811 3.617
C 2.638 -2.727 3.420
C 1.813 -2.282 4.484
C 0.922 -1.269 4.323
C 0.807 -0.539 3.095
O -0.014 0.385 2.934
C 1.743 -0.911 2.025
N 1.696 -0.178 0.906
C 2.583 -0.385 -0.045
C 3.574 -1.362 0.046
C 3.621 -2.149 1.174
C 2.680 -1.953 2.196
H 4.601 -6.894 -0.918
H 5.376 -5.888 1.201
H 1.331 -4.875 2.199
H 0.557 -5.909 0.092
H 1.853 -2.834 5.411
H 0.267 -0.976 5.130
H 2.527 0.283 -0.895
H 4.294 -1.479 -0.749
H 4.408 -2.879 1.289
C 3.130 7.973 -0.450
C 2.202 6.864 -0.141
C 0.861 7.041 0.093
C 0.062 5.912 0.368
N 0.574 4.698 0.421
C 1.887 4.520 0.205
S 2.585 3.010 0.269
N 2.681 5.601 -0.092
C -1.396 6.080 0.588
H 2.597 8.920 -0.452
H 3.589 7.819 -1.425
H 3.931 8.020 0.286
H 0.423 8.025 0.067
H 3.665 5.420 -0.267
H -1.565 6.625 1.516
H -1.898 5.118 0.641
H -1.823 6.679 -0.213
C -0.161 0.320 -3.871
Si -0.795 -1.216 -2.927
C -1.915 -2.343 -3.981
C 0.641 -2.254 -2.206
Ge -2.278 -0.292 -1.079
Si -3.507 1.891 -1.426
C -4.987 1.476 -2.557
C -2.255 3.085 -2.240
C -4.075 2.621 0.250
Si -2.789 -1.713 0.909
C -3.080 -0.652 2.461
C -4.352 -2.649 0.332
C -1.334 -2.927 1.142
H 0.639 0.061 -4.557
H 0.220 1.080 -3.192
H -0.955 0.766 -4.463
H -1.399 -2.682 -4.876
H -2.816 -1.829 -4.304
H -2.207 -3.232 -3.429
H 1.029 -2.939 -2.957
H 0.334 -2.851 -1.353
H 1.461 -1.619 -1.889
H -4.656 1.211 -3.557
H -5.668 2.316 -2.657
H -5.565 0.646 -2.160
H -1.962 2.741 -3.226
H -1.351 3.190 -1.643
H -2.685 4.074 -2.356
H -4.807 1.988 0.745
H -4.551 3.586 0.093
H -3.246 2.774 0.940
H -3.768 0.166 2.274
H -2.154 -0.225 2.838
H -3.507 -1.258 3.254
H -5.191 -1.971 0.201
H -4.653 -3.407 1.049
H -4.181 -3.149 -0.618
H -0.378 -2.412 1.178
H -1.301 -3.654 0.337
H -1.449 -3.472 2.073

Computed properties:
- total charge = +2
- total energy (Ha) = -7608.2201
- expectation value of S² = 0.810
- multiplicity = 2
- gap between HOMO and LUMO (spin up / spin down) (eV) = 5.05 / 6.20



2.
Here is a structure of composition C30H44BrN3OsP2 in a non-equilibrium geometry from the OMol25 dataset. Energies are from the ωB97M-V functional and the def2-TZVPD basis.

Geometry (Å):
C -0.094 4.452 -3.021
C -0.298 3.136 -3.494
C -0.564 2.980 -4.889
C -0.728 4.141 -5.651
N -0.636 5.389 -5.171
C -0.302 5.526 -3.880
C -0.287 2.167 -2.498
C -0.380 1.561 -1.353
C -1.521 1.253 -0.422
C -1.103 0.668 0.836
C -2.130 0.382 1.865
C -3.404 0.924 1.777
C -3.725 1.653 0.557
C -2.810 1.861 -0.475
Os -0.247 -0.277 -0.913
P 1.846 -0.727 -0.268
H -0.714 2.031 -5.379
H 0.123 4.666 -1.977
H -0.994 4.101 -6.694
H -0.251 6.535 -3.511
H -3.056 2.414 -1.407
H -0.110 0.963 1.245
H -4.693 2.120 0.574
H -1.728 -0.243 2.677
C 1.539 -1.977 1.041
C 2.334 -3.242 0.882
H 0.458 -2.206 1.013
H 1.714 -1.476 1.998
H 2.094 -3.915 1.708
H 2.104 -3.771 -0.041
H 3.408 -3.070 0.897
C 2.594 -1.276 -1.822
C 3.598 -0.246 -2.384
H 1.790 -1.391 -2.585
H 3.031 -2.277 -1.685
H 3.842 -0.528 -3.417
H 3.132 0.756 -2.419
H 4.534 -0.189 -1.809
C 2.836 0.607 0.543
C 4.166 0.013 1.058
H 2.229 1.021 1.371
H 2.986 1.414 -0.197
H 4.797 0.837 1.427
H 3.978 -0.688 1.889
H 4.713 -0.522 0.262
Br -4.524 1.049 3.226
P -1.662 -2.080 -1.362
C -0.277 -3.249 -1.870
C -0.345 -4.753 -1.583
H 0.607 -2.777 -1.352
H -0.104 -3.093 -2.948
H 0.664 -5.188 -1.607
H -0.794 -4.989 -0.607
H -0.915 -5.249 -2.379
C -2.240 -2.530 0.375
C -3.644 -3.129 0.528
H -2.197 -1.583 0.951
H -1.494 -3.185 0.868
H -3.879 -3.291 1.592
H -4.420 -2.472 0.108
H -3.683 -4.104 0.021
C -2.597 -0.946 -2.556
C -3.539 -1.208 -3.692
H -1.690 -0.429 -2.983
H -2.996 -0.164 -1.889
H -3.920 -0.244 -4.052
H -3.032 -1.720 -4.499
H -4.372 -1.783 -3.341
N 2.225 2.540 7.230
C 1.623 1.960 6.158
C 2.009 0.667 5.717
C 1.365 0.135 4.605
N 0.373 0.757 3.949
C -0.001 1.971 4.369
C 0.583 2.642 5.447
H 2.933 2.065 7.761
H 1.980 3.477 7.528
H 2.793 0.118 6.239
H 1.661 -0.856 4.217
H -0.835 2.459 3.825
H 0.274 3.634 5.746

Computed properties:
- total charge = +4
- total energy (Ha) = -4679.3898
- expectation value of S² = 6.150
- relative energy (zero: lowest compared OMol25 entry of this formula, charge and spin) (kJ/mol) = 236.8
- multiplicity = 5
- gap between HOMO and LUMO (spin up / spin down) (eV) = 5.51 / 3.88



3.
Here is a structure of composition C30H44CrN4OP2Si in a non-equilibrium geometry from the OMol25 dataset. Energies are from the ωB97M-V functional and the def2-TZVPD basis.

Geometry (Å):
Cr 1.421 1.262 -0.142
C -1.022 -5.281 0.369
C -1.830 -4.603 -0.454
C -3.230 -4.234 -0.088
C -3.444 -3.749 1.377
C -2.326 -2.953 1.983
C -1.314 -3.509 2.681
C -1.293 -5.012 2.921
C -1.423 -5.907 1.665
C 2.448 2.397 1.286
H 0.005 -5.532 0.117
H -1.581 -4.473 -1.510
H -3.876 -5.112 -0.246
H -3.608 -3.460 -0.765
H -4.339 -3.104 1.391
H -3.664 -4.635 1.984
H -2.449 -1.873 1.918
H -0.546 -2.911 3.187
H -2.122 -5.294 3.596
H -0.362 -5.274 3.441
H -0.741 -6.757 1.813
H -2.446 -6.292 1.611
H 3.507 2.356 0.948
H 2.349 2.138 2.353
H 2.037 3.409 1.119
P -0.556 1.187 1.148
P 0.056 0.136 -1.707
N -0.285 0.687 2.755
N -1.402 2.643 1.401
N 0.817 -1.375 -1.366
N 0.035 0.155 -3.445
C -1.711 0.036 0.420
C -1.637 -0.102 -1.118
C 0.941 0.162 3.186
C 0.824 -0.158 4.526
C -0.526 0.140 4.928
C -1.181 0.670 3.830
C -0.792 3.779 1.943
C -1.676 4.838 1.854
C -2.875 4.353 1.210
C -2.672 3.005 0.930
C 2.086 -1.485 -0.775
C 2.321 -2.834 -0.564
C 1.186 -3.561 -1.032
C 0.260 -2.633 -1.483
C -0.439 -0.726 -4.428
C -0.299 -0.120 -5.672
C 0.264 1.183 -5.455
C 0.450 1.331 -4.088
H -2.722 0.350 0.706
H -1.483 -0.930 0.894
H -2.037 -1.075 -1.453
H -2.235 0.691 -1.601
H 1.785 0.116 2.494
H 1.619 -0.542 5.153
H -0.952 -0.023 5.911
H -2.178 1.062 3.707
H 0.218 3.726 2.311
H -1.514 5.832 2.234
H -3.783 4.915 1.017
H -3.304 2.279 0.427
H 2.724 -0.595 -0.721
H 3.212 -3.280 -0.143
H 1.095 -4.635 -1.062
H -0.739 -2.724 -1.891
H -0.820 -1.698 -4.160
H -0.560 -0.543 -6.630
H 0.507 1.925 -6.197
H 0.848 2.139 -3.492
C 2.434 5.444 -1.065
Si 3.007 3.788 -1.768
C 3.097 4.071 -3.643
C 4.770 3.635 -1.137
O 2.022 2.564 -1.425
H 3.122 6.226 -1.413
H 2.410 5.463 0.031
H 1.422 5.650 -1.439
H 3.759 4.881 -3.980
H 3.415 3.158 -4.156
H 2.092 4.318 -4.003
H 4.849 3.725 -0.044
H 5.260 2.700 -1.441
H 5.324 4.480 -1.571

Computed properties:
- total charge = 0
- total energy (Ha) = -3480.4315
- expectation value of S² = 6.044
- relative energy (zero: lowest compared OMol25 entry of this formula, charge and spin) (kJ/mol) = 80.4
- multiplicity = 5
- gap between HOMO and LUMO (spin up / spin down) (eV) = 7.94 / 8.26



4.
Here is a structure of composition C30H44CrN8O6S in a non-equilibrium geometry from the OMol25 dataset. Energies are from the ωB97M-V functional and the def2-TZVPD basis.

Geometry (Å):
Cr -0.441 -0.213 0.881
C -2.738 3.231 4.260
C -1.639 3.116 3.195
C -0.332 2.646 3.837
C -2.123 2.212 2.090
C -2.121 0.816 2.237
C -2.787 -0.001 1.304
C -3.449 0.575 0.211
C -4.340 -0.230 -0.678
C -3.362 1.950 0.028
C -2.715 2.753 0.952
H -2.429 3.937 5.025
H -2.927 2.272 4.738
H -3.668 3.585 3.825
H -1.484 4.115 2.776
H -0.485 1.741 4.421
H 0.034 3.420 4.506
H 0.431 2.459 3.081
H -1.863 0.398 3.204
H -2.983 -1.038 1.564
H -4.142 -1.292 -0.592
H -4.239 0.071 -1.718
H -5.374 -0.059 -0.378
H -3.870 2.403 -0.811
H -2.741 3.827 0.828
C 0.283 -3.050 4.165
C 0.640 -1.915 3.251
O -0.218 -1.352 2.560
N 1.916 -1.503 3.258
C 2.388 -0.477 2.339
C 2.479 -1.072 0.953
C 3.625 -1.745 0.559
C 3.659 -2.368 -0.678
C 2.521 -2.321 -1.466
C 1.410 -1.649 -0.990
N 1.382 -1.022 0.188
H -0.047 -2.661 5.128
H 1.122 -3.721 4.331
H -0.546 -3.602 3.728
H 2.600 -2.012 3.802
H 3.358 -0.114 2.676
H 1.678 0.363 2.331
H 4.488 -1.769 1.208
H 4.544 -2.884 -1.013
H 2.483 -2.794 -2.433
H 0.502 -1.640 -1.572
C 5.964 0.077 -1.124
C 5.390 1.404 -1.574
S 3.588 1.464 -1.362
O 3.248 1.401 0.046
O 2.933 0.470 -2.170
C 3.134 3.147 -1.966
C 1.782 3.196 -2.679
N 0.844 2.222 -2.167
C 0.412 2.130 -0.895
N -0.376 1.063 -0.730
C -0.485 0.473 -1.947
C 0.296 1.155 -2.851
N 0.590 0.718 -4.166
O 1.335 1.377 -4.859
O 0.055 -0.323 -4.490
C 0.690 3.143 0.143
H 7.039 0.069 -1.289
H 5.518 -0.738 -1.690
H 5.779 -0.081 -0.065
H 5.564 1.555 -2.636
H 5.791 2.229 -0.989
H 3.918 3.438 -2.657
H 3.167 3.791 -1.092
H 1.911 2.991 -3.746
H 1.346 4.197 -2.568
H -1.116 -0.387 -2.120
H 0.725 4.140 -0.291
H 1.646 2.939 0.622
H -0.098 3.113 0.889
C -4.576 -4.691 -2.422
N -3.497 -3.855 -1.963
C -2.944 -3.911 -0.635
C -1.920 -2.770 -0.702
O -1.217 -2.410 0.239
N -1.936 -2.244 -1.933
C -2.859 -2.897 -2.649
N -3.127 -2.578 -3.908
H -4.695 -5.517 -1.725
H -4.351 -5.107 -3.404
H -5.513 -4.130 -2.468
H -2.445 -4.866 -0.440
H -3.690 -3.748 0.147
H -2.505 -1.938 -4.374
H -3.795 -3.099 -4.451

Computed properties:
- total charge = +2
- total energy (Ha) = -3501.2993
- expectation value of S² = 6.014
- relative energy (zero: lowest compared OMol25 entry of this formula, charge and spin) (kJ/mol) = 35.1
- multiplicity = 5
- gap between HOMO and LUMO (spin up / spin down) (eV) = 8.43 / 8.92